No. 1
Here is a cluster of 12 separate species, C5H31NO11 in total from the Open Molecules 2025 dataset. Energies are from wB97M-V/def2-TZVPD.

HOMO energy: -9.466 eV
ΔE to the lowest compared entry with this formula, charge and spin: 4.867 eV
structure (SMILES): C=C/C=C/CN.O.O.O.O.O.O.O.O.O.O.O
gap between HOMO and LUMO: 9.528 eV
LUMO level: 0.06 eV

Last column: natural (NBO) charge in e.
Cartesian coordinates (Å):
1 C 0.846 3.979 -0.593  -0.37
2 C 0.685 2.981 0.249  -0.22
3 C -0.640 2.585 0.853  -0.22
4 C -1.359 1.597 0.321  -0.21
5 C -2.767 1.328 0.812  -0.26
6 N -2.676 0.028 1.527  -0.90
7 H 1.829 4.186 -0.996  0.21
8 H 0.150 4.644 -1.084  0.21
9 H 1.430 2.402 0.788  0.18
10 H -1.009 3.253 1.638  0.22
11 H -1.087 0.745 -0.304  0.20
12 H -3.103 2.164 1.446  0.17
13 H -3.554 1.142 0.099  0.23
14 H -1.827 -0.145 2.044  0.39
15 H -3.555 -0.075 2.030  0.37
16 O 1.108 -3.457 -2.273  -0.94
17 H 0.383 -3.362 -1.645  0.48
18 H 1.380 -2.569 -2.520  0.46
19 O 2.452 -0.660 1.207  -1.01
20 H 1.675 -0.296 0.776  0.47
21 H 3.137 0.037 1.352  0.51
22 O 4.140 1.330 0.683  -0.97
23 H 3.342 1.871 0.613  0.49
24 H 4.571 1.084 -0.146  0.51
25 O -1.551 -0.637 -2.590  -1.00
26 H -1.855 -0.812 -3.487  0.48
27 H -1.962 -1.410 -2.129  0.52
28 O -3.256 1.415 -1.980  -0.96
29 H -3.003 2.255 -2.394  0.47
30 H -2.438 0.997 -1.690  0.49
31 O -2.366 -2.034 -0.489  -1.00
32 H -3.001 -1.494 0.093  0.50
33 H -2.105 -2.570 0.274  0.49
34 O 1.834 -2.771 2.954  -0.98
35 H 2.359 -2.812 2.147  0.49
36 H 1.631 -1.829 2.987  0.49
37 O -0.854 -1.673 3.294  -0.94
38 H -1.227 -2.144 2.539  0.46
39 H -0.207 -2.347 3.558  0.48
40 O -0.287 -3.809 1.338  -0.99
41 H 0.590 -4.111 1.101  0.51
42 H -0.579 -3.827 2.243  0.48
43 O 3.326 1.795 -1.956  -0.98
44 H 2.478 1.264 -2.020  0.50
45 H 3.924 1.239 -2.485  0.46
46 O 1.132 0.520 -2.764  -0.96
47 H 1.620 -0.278 -2.978  0.47
48 H 0.248 0.282 -2.443  0.52

***

No. 2
Here is a cluster of 10 separate species, C5H32N2O10 in total from the Open Molecules 2025 dataset. Energies are from wB97M-V/def2-TZVPD.

HOMO energy: -9.240 eV
ΔE to the lowest compared entry with this formula, charge and spin: 2.088 eV
structure (SMILES): NCCC[C@H](N)CO.O.O.O.O.O.O.O.O.O
gap between HOMO and LUMO: 9.474 eV
LUMO level: 0.23 eV

Last column: natural (NBO) charge in e.
Cartesian coordinates (Å):
1 N -0.626 -0.150 3.645  -0.85
2 C -0.538 1.039 2.789  -0.23
3 C -1.754 1.488 1.973  -0.42
4 C -2.245 0.357 1.027  -0.41
5 C -1.195 -0.533 0.387  -0.10
6 N -0.290 0.238 -0.512  -0.86
7 C -1.866 -1.664 -0.406  -0.07
8 O -1.196 -2.896 0.021  -0.79
9 H -1.565 -0.277 4.019  0.35
10 H -0.357 -0.983 3.114  0.38
11 H -0.123 1.823 3.430  0.18
12 H 0.277 0.875 2.099  0.17
13 H -2.492 1.765 2.726  0.20
14 H -1.516 2.394 1.402  0.21
15 H -2.874 -0.260 1.666  0.20
16 H -2.950 0.806 0.309  0.20
17 H -0.542 -1.020 1.091  0.22
18 H 0.055 1.003 0.052  0.34
19 H -0.785 0.697 -1.284  0.37
20 H -1.763 -1.568 -1.479  0.19
21 H -2.828 -1.881 -0.026  0.19
22 H -0.727 -3.299 -0.743  0.51
23 O 2.533 -1.960 -0.714  -0.98
24 H 2.189 -1.417 -1.441  0.48
25 H 2.181 -1.464 0.052  0.50
26 O 0.991 -0.864 -4.359  -0.98
27 H 0.575 -0.048 -4.006  0.50
28 H 1.838 -0.571 -4.710  0.46
29 O 2.325 2.395 1.354  -0.99
30 H 1.782 2.658 2.136  0.47
31 H 2.671 1.501 1.513  0.50
32 O 2.674 -0.240 1.571  -0.97
33 H 1.978 -0.596 2.116  0.51
34 H 3.404 -0.853 1.635  0.49
35 O 0.873 -2.455 1.760  -1.02
36 H 1.138 -3.274 2.166  0.49
37 H 0.283 -2.594 0.998  0.51
38 O -1.736 2.375 -1.552  -0.99
39 H -2.694 2.284 -1.701  0.50
40 H -1.422 3.285 -1.502  0.51
41 O 1.258 2.968 -1.487  -0.97
42 H 2.126 3.155 -1.151  0.49
43 H 0.902 2.259 -0.962  0.48
44 O 0.458 -3.563 -1.815  -0.97
45 H 1.350 -3.524 -1.417  0.51
46 H 0.540 -3.023 -2.613  0.50
47 O -0.295 1.624 -3.984  -0.96
48 H 0.500 2.186 -4.129  0.48
49 H -0.520 1.803 -3.059  0.49